No. 1
The following is a quantum chemistry calculation of a structure of composition C23H18BrIN5O3Re in a non-equilibrium geometry, from the Open Molecules 2025 dataset.

Results
Net charge: +1
Total energy (Ha): -4336.62137
HOMO level (alpha / beta) (eV): -10.436 / -10.431
Multiplicity: 4
Expectation value of S²: 3.770
ΔE to the lowest compared entry with this formula, charge and spin (kcal/mol): 20.62
Lowest unoccupied orbital energy (alpha / beta) (eV): -3.858 / -4.973
Frontier orbital gap (alpha / beta) (eV): 6.58 / 5.46

```
52
Properties=species:S:1:pos:R:3:forces:R:3:nbo_charge:R:1
Re -0.001349 -0.136141 -0.242057 1.14 -0.46 0.38 1.69
O -1.240282 -3.770732 -1.591515 -0.01 0.01 0.04 -0.54
C -0.796347 -2.847421 -0.953324 -0.15 0.04 0.11 0.64
N -1.185515 -1.524661 -1.057319 -0.22 -0.04 -0.08 -0.64
C -2.071625 -1.118306 -2.093718 -0.01 -0.16 -0.07 0.17
C -3.030606 -1.893530 -2.735474 0.11 0.01 0.02 -0.21
C -3.809962 -1.301984 -3.718249 -0.06 -0.09 -0.02 -0.20
C -3.645184 0.030489 -4.064828 -0.02 0.08 -0.04 -0.19
C -2.702626 0.817172 -3.421817 0.10 -0.05 -0.03 -0.22
C -1.925861 0.223831 -2.437656 0.03 0.16 0.11 0.07
N -1.015276 0.897171 -1.582629 0.18 0.41 -0.41 -0.63
C -1.163374 2.249370 -1.317264 -0.29 -0.14 0.47 0.66
O -1.331923 3.147237 -2.091807 -0.04 0.09 -0.08 -0.50
C -1.271648 2.427617 0.185357 0.08 -0.05 0.01 0.11
C -1.636048 3.628658 0.746348 0.00 0.05 0.07 -0.18
C -1.900459 3.672906 2.109084 0.00 0.04 -0.02 -0.11
C -1.799821 2.508980 2.852512 -0.02 0.00 0.02 -0.23
C -1.399444 1.342829 2.226808 -0.06 -0.15 -0.03 0.08
N -1.129324 1.295713 0.918997 -0.18 0.08 -0.13 -0.47
C 0.290417 -3.072758 0.058162 -0.04 0.03 0.03 0.12
C 0.716258 -4.357905 0.296060 0.12 -0.06 0.09 -0.19
C 1.754696 -4.564272 1.195978 -0.07 0.00 -0.05 -0.10
C 2.341065 -3.466567 1.794247 0.00 -0.03 -0.02 -0.22
C 1.875417 -2.201645 1.489027 -0.15 -0.01 -0.20 0.10
N 0.839289 -1.993272 0.658201 -0.15 -0.01 0.22 -0.52
H -3.159805 -2.929823 -2.474524 -0.02 -0.01 -0.01 0.25
H -4.558342 -1.897534 -4.223534 0.01 0.00 0.01 0.23
H -4.258424 0.465309 -4.842326 0.00 0.00 0.00 0.23
H -2.561543 1.855714 -3.680957 -0.01 0.00 0.01 0.25
H -1.729177 4.493433 0.103568 0.00 -0.01 0.00 0.27
H -2.201954 4.599546 2.578719 0.00 -0.01 0.00 0.25
H -2.031302 2.493536 3.908035 0.01 -0.01 -0.01 0.25
H -1.314143 0.413002 2.773051 0.01 0.00 0.01 0.22
H 0.233601 -5.163816 -0.237506 0.00 0.01 0.00 0.27
H 2.111338 -5.563500 1.406723 -0.01 0.01 -0.01 0.24
H 3.178689 -3.568828 2.468619 0.01 0.02 -0.01 0.25
H 2.370739 -1.339627 1.894347 0.04 0.01 0.01 0.23
Br 2.232743 2.388971 -1.400576 -0.01 0.04 -0.09 0.18
C 2.450206 1.897015 0.389193 -0.05 -0.08 -0.05 0.21
C 3.449820 2.510093 1.128046 0.01 -0.01 -0.02 -0.25
C 3.544127 2.224679 2.471800 0.02 0.00 0.04 -0.09
C 2.622150 1.353431 3.043640 0.05 0.02 0.02 -0.24
C 1.674981 0.781531 2.234156 0.02 0.01 -0.05 0.04
N 1.590315 1.015191 0.907105 -0.18 0.19 -0.17 -0.57
H 4.132791 3.186842 0.637973 -0.01 0.01 0.00 0.26
H 4.320176 2.681825 3.071076 -0.01 -0.01 0.00 0.25
H 2.643023 1.114558 4.097177 0.01 0.01 -0.01 0.25
H 0.955247 0.085135 2.641264 -0.03 0.02 0.00 0.21
I 4.383910 -0.954425 -0.620808 -0.01 0.01 0.08 -0.67
O 1.408617 -0.800683 -1.622951 -0.19 0.00 -0.04 -0.97
H 1.299681 -0.456435 -2.519875 0.19 -0.03 -0.04 0.52
H 2.452066 -0.877921 -1.354559 -0.12 0.09 -0.04 0.44
```
Positions in Å, forces in eV/Å.

---

No. 2
The following is a quantum chemistry calculation of a structure of composition C23H18BrN4OPtSe in a non-equilibrium geometry, from the Open Molecules 2025 dataset.

Results
Net charge: +1
Total energy (Ha): -6275.97717
HOMO level (alpha / beta) (eV): -9.995 / -10.704
Multiplicity: 3
Expectation value of S²: 2.009
ΔE to the lowest compared entry with this formula, charge and spin (kcal/mol): 28.67
Lowest unoccupied orbital energy (alpha / beta) (eV): -4.058 / -4.352
Frontier orbital gap (alpha / beta) (eV): 5.94 / 6.35

```
49
Properties=species:S:1:pos:R:3:forces:R:3:nbo_charge:R:1
Pt -0.408461 -0.510110 0.398061 0.57 -0.07 -0.46 0.92
O -1.859861 -2.857610 6.353461 -0.10 -0.25 0.26 -0.62
C -1.593061 -2.178610 5.243861 0.22 0.44 -0.62 0.39
C -0.943661 -0.938710 5.219961 -0.07 -0.14 0.05 -0.32
C -0.700861 -0.334110 4.003461 0.05 -0.08 0.34 0.06
N -1.057861 -0.865810 2.836861 -0.21 -0.18 -0.29 -0.56
C -1.679761 -2.036010 2.875261 0.08 0.05 0.10 0.17
Br -2.135361 -2.735010 1.165761 -0.49 -0.38 0.32 0.10
C -1.977161 -2.740110 4.017961 -0.02 -0.06 0.19 -0.32
H -1.512461 -2.433310 7.150561 -0.04 0.05 -0.20 0.50
H -0.632861 -0.464610 6.138761 0.05 0.08 0.06 0.24
H -0.188061 0.614590 3.949261 0.08 0.13 0.04 0.22
H -2.473161 -3.696510 3.989761 -0.05 -0.07 -0.02 0.26
N -0.163361 -1.510810 -1.734939 -0.57 0.00 0.48 -0.85
C 0.867139 -1.103510 -2.634239 0.54 0.26 -0.37 0.20
C 0.620639 -1.238910 -3.998539 0.00 -0.01 0.06 -0.25
C 1.605839 -1.006410 -4.935839 0.12 0.01 0.05 -0.19
C 2.877639 -0.680510 -4.492639 -0.07 0.02 -0.10 -0.20
C 3.110239 -0.483710 -3.150039 -0.12 -0.06 0.03 -0.17
C 2.107839 -0.617410 -2.177539 -0.42 -0.10 -0.48 -0.12
C 2.419339 -0.271810 -0.781439 0.27 0.16 0.80 0.02
C 3.601939 0.438990 -0.512339 -0.14 -0.16 -0.22 -0.21
C 4.054339 0.667890 0.767061 0.10 -0.03 0.31 -0.19
C 3.364439 0.155090 1.856761 -0.03 -0.02 -0.05 -0.21
C 2.140439 -0.444410 1.632361 0.37 -0.01 0.14 -0.25
C 1.626639 -0.596210 0.341161 -0.37 0.28 0.11 -0.33
H 0.039239 -2.443110 -1.367639 -0.09 0.19 -0.12 0.41
H -1.062861 -1.535610 -2.211939 0.18 -0.15 0.06 0.40
H -0.356061 -1.563010 -4.328939 -0.14 -0.08 0.02 0.21
H 1.404539 -1.122210 -5.989439 -0.06 -0.04 -0.07 0.23
H 3.691339 -0.578410 -5.192439 0.08 0.05 -0.10 0.23
H 4.115439 -0.247310 -2.848239 0.07 0.05 0.04 0.22
H 4.172839 0.855090 -1.324939 0.10 0.01 -0.06 0.21
H 4.961939 1.232390 0.920561 0.08 0.03 -0.02 0.22
H 3.745139 0.265090 2.860961 0.07 0.02 0.07 0.22
H 1.580239 -0.818610 2.482761 -0.08 0.15 -0.07 0.21
Se -2.716661 1.674190 1.913061 0.20 -0.29 -0.37 1.07
N -1.723261 1.145390 0.513461 0.23 0.02 -0.62 -0.78
C -2.056961 1.886590 -0.556339 -0.26 -0.30 1.04 0.22
C -1.479161 1.797990 -1.830939 0.25 0.01 -0.90 -0.27
C -1.985361 2.577390 -2.835439 0.59 -0.63 0.46 -0.14
C -3.059861 3.463790 -2.604239 -0.65 0.50 0.57 -0.19
C -3.617861 3.608090 -1.364739 -0.01 0.32 -0.77 -0.18
C -3.122561 2.817990 -0.306839 0.25 -0.48 0.83 0.07
N -3.571861 2.829690 0.944261 -0.44 0.63 -0.29 -0.58
H -0.644161 1.127690 -1.982839 0.05 0.03 -0.10 0.23
H -1.545761 2.531490 -3.821039 0.03 -0.04 -0.05 0.23
H -3.426761 4.054290 -3.428839 -0.07 0.09 -0.05 0.23
H -4.412061 4.308790 -1.163039 -0.10 0.05 -0.05 0.24
```
Positions in Å, forces in eV/Å.

---

No. 3
The following is a quantum chemistry calculation of a structure of composition C23H18Cl3F6N3OS5SbSeTeZr, from the Open Molecules 2025 dataset.

Results
Total energy (Ha): -8054.57054
HOMO level (alpha / beta) (eV): -8.212 / -8.589
Multiplicity: 2
Expectation value of S²: 0.757
ΔE to the lowest compared entry with this formula, charge and spin (kcal/mol): 6.14
Lowest unoccupied orbital energy (alpha / beta) (eV): -0.686 / -2.605
Frontier orbital gap (alpha / beta) (eV): 7.53 / 5.98

```
63
Properties=species:S:1:pos:R:3:forces:R:3:nbo_charge:R:1
Zr 1.981914 2.057891 0.383486 0.21 -0.52 -0.65 2.19
S 3.096376 -0.371090 4.969115 0.01 -0.05 -0.03 -0.19
S 5.043178 -0.004000 4.353387 -0.02 0.08 -0.03 0.01
S 4.704280 1.600656 3.128608 -0.02 -0.08 -0.02 0.14
S 4.259779 0.703703 1.386133 0.14 -0.04 0.09 -0.19
Se 2.198723 -0.500851 -0.717030 -0.12 0.19 -0.02 -0.21
C 1.206628 -0.154928 -2.234963 -0.03 -0.09 0.06 0.04
N 0.542483 0.010259 -3.165059 0.08 0.00 0.06 -0.39
F 1.806251 2.270788 2.297929 0.08 0.21 0.14 -0.70
Sb 2.507916 5.239775 -0.326560 -0.06 0.40 0.64 2.18
F 3.375477 4.174653 1.030055 0.04 0.00 0.06 -0.68
F 3.372039 2.721998 -0.910411 -0.11 0.01 0.15 -0.72
F 2.719811 6.788823 0.784943 -0.05 -0.32 -0.39 -0.71
F 0.903262 2.838795 -1.060046 0.06 0.00 0.06 -0.70
F 0.959146 4.656804 0.666050 0.12 0.16 -0.16 -0.68
Cl -2.152621 6.139437 -2.090898 0.00 0.02 -0.01 0.00
C -2.595953 4.468475 -1.920347 -0.02 0.00 0.01 -0.02
C -1.696020 3.483095 -2.280238 -0.03 0.04 -0.02 -0.20
C -2.048691 2.154281 -2.117145 0.02 0.00 0.02 -0.19
C -3.287696 1.797702 -1.592915 0.06 -0.02 -0.03 -0.02
C -3.589575 0.344988 -1.306061 0.07 -0.06 -0.01 0.07
C -3.455703 0.044559 0.194601 0.02 0.03 0.08 -0.23
N -2.252366 0.657090 0.734049 0.17 -0.04 -0.06 -0.33
C -2.230222 1.715000 1.612595 -0.06 0.14 -0.02 -0.08
C -0.942060 2.132214 1.679055 0.04 -0.13 0.15 -0.06
N -0.166920 1.333027 0.859005 -0.40 0.01 0.02 -0.61
C -0.995572 0.479803 0.286087 0.01 -0.09 0.12 0.23
O -2.633027 -0.442757 -1.984430 -0.08 0.07 -0.12 -0.55
C -3.062508 -1.750261 -2.350706 0.02 0.09 0.08 -0.07
C -1.829172 -2.551749 -2.584846 0.03 -0.15 -0.08 -0.14
C -1.343127 -2.931921 -3.797948 -0.08 0.02 -0.05 -0.22
Cl -2.059839 -2.647065 -5.331612 0.01 0.01 0.04 0.05
S 0.154154 -3.754968 -3.692974 0.04 0.08 0.01 0.49
C 0.167845 -3.583526 -1.990296 -0.01 -0.12 0.07 -0.41
C -0.944463 -2.949320 -1.539870 0.09 0.08 0.08 -0.24
C -4.166468 2.818546 -1.252509 -0.07 0.00 -0.01 -0.03
Cl -5.740456 2.434830 -0.596893 0.00 -0.01 0.02 -0.02
C -3.845879 4.155054 -1.412349 0.05 -0.02 -0.01 -0.26
H -0.719076 3.741476 -2.659500 -0.01 -0.01 -0.01 0.25
H -1.339898 1.380098 -2.387371 -0.07 0.07 -0.05 0.27
H -4.606583 0.091808 -1.621463 -0.02 0.00 -0.04 0.21
H -3.419930 -1.035364 0.338019 -0.01 -0.02 0.04 0.22
H -4.292950 0.441502 0.760798 -0.09 0.00 -0.01 0.23
H -3.124410 2.067291 2.100165 0.05 -0.01 -0.04 0.23
H -0.509352 2.924197 2.263804 0.00 -0.01 0.01 0.25
H -0.737124 -0.250004 -0.461429 0.03 -0.04 0.02 0.25
H -3.688721 -1.698603 -3.244585 0.00 -0.02 -0.01 0.20
H -3.652982 -2.198946 -1.542084 0.00 -0.01 0.00 0.17
H 0.994018 -3.969993 -1.412487 -0.05 0.02 -0.03 0.25
H -1.127432 -2.744051 -0.491583 0.01 -0.01 -0.04 0.22
H -4.547558 4.929085 -1.137128 0.00 -0.01 -0.01 0.24
Te 2.002899 -1.106248 2.992118 -0.01 0.12 -0.05 0.71
C 3.000588 -2.942810 2.771048 -0.05 -0.12 0.03 -0.32
C 2.784528 -3.954626 3.705997 0.04 0.07 -0.05 -0.16
C 3.403141 -5.183440 3.542522 -0.03 -0.03 0.05 -0.23
C 4.217293 -5.410843 2.442147 0.06 -0.04 -0.04 -0.20
C 4.426287 -4.405945 1.510244 0.02 -0.02 -0.04 -0.20
C 3.823453 -3.165361 1.672070 0.01 0.04 0.05 -0.23
H 2.142784 -3.783357 4.560952 -0.01 0.02 -0.01 0.21
H 3.242161 -5.968370 4.271228 0.00 0.03 -0.02 0.22
H 4.693902 -6.375078 2.314266 -0.01 0.03 0.00 0.22
H 5.063928 -4.581764 0.652815 0.00 0.01 0.03 0.22
H 4.010125 -2.380475 0.950462 -0.03 0.02 0.00 0.23
```
Positions in Å, forces in eV/Å.

---

No. 4
The following is a quantum chemistry calculation of an isolated molecule of C23H18F6O2S in a non-equilibrium geometry, from the Open Molecules 2025 dataset.

Results
Total energy (Ha): -2035.05423
HOMO level (eV): -9.045
SMILES: Cc1ccc([C@@H]([C@H](c2ccccc2)c2ccc(C(F)(F)F)cc2)S(=O)(=O)C(F)(F)F)cc1
Multiplicity: 1
ΔE to the lowest compared entry with this formula, charge and spin (kcal/mol): 14.29
Lowest unoccupied orbital energy (eV): -0.126
Frontier orbital gap (eV): 8.92

```
50
Properties=species:S:1:pos:R:3:forces:R:3:nbo_charge:R:1
C -5.689198 0.722431 2.335666 -0.14 -0.05 0.00 -0.63
C -4.205903 0.463094 2.169457 0.11 0.67 -0.12 0.01
C -3.636566 -0.816703 2.035600 0.02 1.01 0.23 -0.22
C -2.264765 -0.936397 1.774081 -0.22 -0.16 -0.55 -0.19
C -1.449349 0.196855 1.569060 -0.53 0.41 -0.66 -0.03
C -0.069180 0.163324 0.938795 3.01 -1.56 0.40 -0.45
S 1.051927 1.187606 2.035341 -0.52 0.90 -0.48 2.03
C 2.545146 0.070954 2.229643 1.09 -0.63 0.02 0.74
F 3.662861 0.795585 2.215782 -0.39 0.07 -0.04 -0.30
F 2.532838 -0.636520 3.370761 -0.43 0.51 -0.64 -0.30
F 2.605917 -0.806289 1.205774 -0.02 0.28 0.29 -0.32
O 1.413859 2.351320 1.233167 0.01 -1.06 1.06 -0.92
O 0.604587 1.370311 3.399214 0.13 -0.32 -1.03 -0.89
C -2.002810 1.442600 1.896666 -0.32 0.26 -0.78 -0.12
C -3.367627 1.591004 2.131821 0.27 -0.34 0.21 -0.24
H -5.878369 1.812038 2.373449 0.06 -0.60 0.06 0.22
H -6.276427 0.318803 1.496135 0.23 0.04 0.23 0.22
H -6.074783 0.264753 3.257846 0.06 0.14 -0.22 0.22
H -4.315096 -1.670522 2.127913 0.56 0.08 -0.07 0.22
H -1.876419 -1.945790 1.663784 0.19 0.20 -0.19 0.22
H 0.400997 -0.834170 0.997396 -0.62 0.16 0.54 0.25
H -1.395138 2.347998 1.857373 -0.08 -0.24 -0.10 0.21
H -3.770977 2.609537 2.264387 0.16 -0.72 0.01 0.22
F 6.179313 -1.403647 -0.917330 -0.10 0.91 -0.56 -0.33
C 5.995250 -0.178787 -1.518671 0.93 -0.15 0.65 0.98
F 6.670082 0.729066 -0.750121 -0.60 -0.57 -0.49 -0.33
F 6.663750 -0.224879 -2.699917 -0.55 -0.07 0.47 -0.32
C 4.526076 0.133280 -1.636397 0.85 0.00 0.15 -0.15
C 4.021518 1.374000 -1.257563 0.35 -0.76 -0.61 -0.19
C 2.652493 1.520891 -1.237414 -0.41 0.31 0.81 -0.17
C 1.780277 0.425930 -1.381552 0.54 0.03 0.25 -0.04
C 0.387934 0.475763 -0.769558 -2.46 1.23 0.94 -0.21
C -0.661229 -0.360057 -1.472084 -0.03 0.03 -0.08 -0.05
C -1.832804 0.207144 -1.993917 0.35 0.13 0.42 -0.22
C -2.854195 -0.608313 -2.458162 -0.21 0.00 -0.22 -0.15
C -2.720857 -1.992507 -2.445899 0.33 -0.08 0.13 -0.23
C -1.541746 -2.563636 -1.973128 0.38 -0.02 0.01 -0.20
C -0.507436 -1.754284 -1.501834 -0.44 0.26 0.26 -0.23
C 2.324912 -0.652108 -2.100425 -0.19 -0.47 0.76 -0.14
C 3.695500 -0.853172 -2.135014 0.16 0.04 -0.34 -0.21
H 4.702350 2.161899 -0.963871 -0.18 0.10 -0.10 0.24
H 2.275244 2.505999 -1.013843 -0.28 -0.09 0.43 0.23
H 0.101446 1.523794 -0.629238 -0.08 0.01 -1.18 0.24
H -1.952843 1.296858 -1.976952 0.03 -0.45 -0.03 0.22
H -3.771181 -0.161712 -2.839899 0.19 -0.07 0.10 0.21
H -3.521974 -2.632493 -2.794211 0.00 0.08 -0.02 0.22
H -1.394843 -3.645056 -1.961111 -0.20 0.28 -0.05 0.22
H 0.401140 -2.190618 -1.081679 -0.36 -0.02 -0.13 0.22
H 1.710443 -1.400849 -2.564626 -0.30 -0.23 0.25 0.22
H 4.125867 -1.794330 -2.504716 -0.32 0.53 0.02 0.24
```
Positions in Å, forces in eV/Å.